Here is a gas-phase ion, C3H10N3 (charge +1) at a distorted geometry from the OMol25 dataset. Energies are from ωB97M-V/def2-TZVPD.

Summary:
SMILES: C[NH2+]/N=C(/C)N
Strongest force on any atom (Eh/bohr): 0.166
Total charge: +1
LUMO energy (eV): -3.680
Energy relative to the best compared isomer or geometry (same formula, charge and spin) (kJ/mol): 599.5
E_HOMO (eV): -12.74

Last column: Mulliken charge in e.
CARTESIAN COORDINATES (ANGSTROEM)
C (1.118, -0.051, 0.033)  0.653
C (2.247, -0.827, 0.279)  -1.026
C (-2.316, 0.252, 0.543)  -0.666
N (-0.445, -0.986, -0.208)  -0.745
N (1.253, 1.175, -0.342)  -0.252
N (-1.547, -0.212, -0.569)  0.043
H (2.200, -1.857, -0.139)  0.307
H (3.260, -0.322, 0.066)  0.337
H (2.333, -0.976, 1.477)  0.280
H (-3.182, 0.785, 0.101)  0.376
H (-2.864, -0.563, 0.993)  0.289
H (-1.657, 0.672, 1.330)  0.247
H (2.163, 1.463, -0.233)  0.207
H (0.667, 1.843, -0.831)  0.202
H (-2.045, -0.876, -1.198)  0.375
H (-1.184, 0.477, -1.303)  0.373

=====

Here is C4H8N2O2 in the gas phase at a distorted geometry from the OMol25 dataset. Energies are from ωB97M-V/def2-TZVPD.

Summary:
SMILES: [H]/N=C(\C)N(C=O)OC
Strongest force on any atom (Eh/bohr): 0.099
LUMO energy (eV): 0.773
Energy relative to the best compared isomer or geometry (same formula, charge and spin) (kJ/mol): 424.6
E_HOMO (eV): -9.44

Last column: Mulliken charge in e.
CARTESIAN COORDINATES (ANGSTROEM)
C (-1.332, -1.437, 0.578)  -0.627
C (1.667, -1.311, -0.390)  -0.102
C (0.559, 0.936, 0.016)  0.478
C (-0.704, 1.670, -0.491)  -0.925
H (-2.019, -2.286, 0.333)  0.284
H (-1.918, -0.646, 0.988)  0.227
H (-0.704, -1.738, 1.384)  0.344
H (1.387, -2.198, -0.947)  0.375
H (-0.434, 2.762, -0.446)  0.358
H (-1.584, 1.363, 0.063)  0.257
H (-0.784, 1.516, -1.620)  0.237
H (1.579, 2.475, 0.716)  0.217
N (0.549, -0.428, -0.080)  0.235
N (1.684, 1.455, 0.516)  -0.649
O (-0.731, -1.060, -0.547)  -0.298
O (2.783, -1.075, -0.076)  -0.414

=====

Here is a molecular structure, C17H18BN7O4Pd at a distorted geometry from the OMol25 dataset. Energies are from ωB97M-V/def2-TZVPD.

Summary:
Strongest force on any atom (Eh/bohr): 0.085
2S+1: 5
Total charge: +2
LUMO energy (alpha / beta) (eV): -6.265 / -10.148
Energy relative to the best compared isomer or geometry (same formula, charge and spin) (kJ/mol): 166.0
E_HOMO (alpha / beta) (eV): -15.01 / -15.01

Last column: Mulliken charge in e.
CARTESIAN COORDINATES (ANGSTROEM)
H (1.076, -2.794, 0.240)  0.492
N (1.125, -1.278, -1.301)  0.025
B (1.878, 0.329, -3.106)  0.330
N (2.007, -1.026, -2.359)  -0.268
C (2.896, -2.051, -2.450)  -0.060
Pd (-0.937, -0.896, -1.221)  0.915
H (3.600, -2.133, -3.282)  0.461
C (2.618, -2.945, -1.401)  -1.091
H (3.100, -3.892, -1.212)  0.414
C (1.550, -2.396, -0.667)  -0.059
H (2.581, 0.316, -4.037)  -0.038
C (-1.328, 1.440, 3.187)  -0.693
H (-2.273, 1.960, 3.104)  0.345
H (-0.868, 1.729, 2.197)  0.032
H (-0.734, 1.859, 4.044)  0.338
N (2.258, 1.436, -2.105)  0.448
N (0.421, 0.572, -3.606)  0.140
N (1.466, 1.539, -0.972)  -0.334
N (-0.570, 0.497, -2.640)  -0.576
C (3.278, 2.295, -2.032)  -0.008
C (-0.171, 0.784, -4.811)  -0.016
H (3.981, 2.370, -2.849)  0.490
H (0.416, 0.813, -5.734)  0.475
C (3.170, 2.973, -0.822)  -0.806
C (-1.568, 0.869, -4.601)  -0.920
C (2.021, 2.453, -0.199)  -0.032
C (-1.787, 0.715, -3.222)  0.049
H (3.809, 3.703, -0.438)  0.484
H (-2.350, 0.983, -5.343)  0.413
H (1.619, 2.693, 0.764)  0.472
H (-2.714, 0.697, -2.624)  0.469
H (-1.360, 0.214, 3.517)  0.373
O (-0.759, -0.654, 2.943)  -0.432
C (-1.499, -1.324, 2.082)  0.296
O (-1.065, -1.527, 0.923)  -0.636
C (-2.720, -1.965, 2.639)  0.586
C (-3.793, -2.174, 1.773)  -0.383
C (-5.022, -2.532, 2.281)  -0.632
C (-5.146, -2.676, 3.685)  0.013
C (-4.020, -2.680, 4.547)  -0.457
C (-2.805, -2.263, 4.014)  -0.273
N (-6.426, -2.649, 4.303)  0.908
O (-7.439, -2.574, 3.570)  -0.535
O (-6.479, -2.694, 5.560)  -0.525
H (-3.659, -2.032, 0.716)  0.384
H (-5.896, -2.669, 1.654)  0.478
H (-4.087, -2.922, 5.619)  0.448
H (-1.910, -2.195, 4.651)  0.495

=====

Here is a molecular structure, C8H7ClF2Se at a distorted geometry from the OMol25 dataset. Energies are from ωB97M-V/def2-TZVPD.

Summary:
Strongest force on any atom (Eh/bohr): 0.075
LUMO energy (alpha / beta) (eV): -0.250 / -0.428
E_HOMO (alpha / beta) (eV): -8.39 / -7.47

Last column: Mulliken charge in e.
CARTESIAN COORDINATES (ANGSTROEM)
C (0.297, 2.015, -0.916)  -0.665
C (1.042, 1.242, 0.002)  -0.692
C (-0.615, 1.375, -1.717)  -0.163
C (0.719, -0.022, 0.277)  0.154
C (-0.888, -0.012, -1.564)  -0.574
C (-0.285, -0.661, -0.480)  0.505
C (-0.440, -2.512, 1.588)  -0.861
C (2.178, -3.148, 1.484)  0.370
F (2.487, -4.318, 2.041)  -0.181
F (2.895, -2.245, 2.222)  -0.220
Cl (2.360, -3.066, -0.314)  -0.117
Se (-0.531, -2.598, -0.229)  0.198
H (0.483, 2.993, -1.094)  0.485
H (1.762, 1.767, 0.525)  0.454
H (-1.229, 1.932, -2.571)  0.209
H (1.244, -0.620, 1.143)  0.034
H (-1.596, -0.363, -2.352)  0.287
H (-0.710, -1.546, 1.943)  0.411
H (-0.593, -3.498, 1.997)  0.366

=====

- Which value of strongest force on any atom does entry 1 give?
  0.166 Eh/bohr

=====

- strongest force on any atom of number 3 (C17H18BN7O4Pd)?
  0.085 Eh/bohr

=====

- Which value of strongest force on any atom does entry 3 give?
  0.085 Eh/bohr

=====

- Look up the strongest force on any atom of the fourth one.
  0.075 Eh/bohr